DFT (the ωB97M-V functional and the def2-TZVPD basis) results for 2 unconnected molecules or ions with the total composition C3H8OS2 in a non-equilibrium geometry.

Bonds (Å) are listed after each position.
CARTESIAN COORDINATES (ANGSTROEM)
1 C -2.0582 -1.4115 -1.0155  C2 1.331, H4 1.079, H5 1.082
2 C -2.2367 -0.5979 0.0230  C1 1.331, O3 1.369, H6 1.079
3 O -3.4464 -0.4579 0.6479  C2 1.369, H7 0.963
4 H -1.0965 -1.8275 -1.2724  C1 1.079
5 H -2.9287 -1.6929 -1.5929  C1 1.082
6 H -1.4720 0.0329 0.4485  C2 1.079
7 H -4.1548 -0.6196 0.0156  O3 0.963
8 C 2.9817 1.5270 -0.1619  S9 1.798, H11 1.086, H12 1.090, H13 1.084
9 S 1.7277 0.2530 -0.3567  C8 1.798, S10 2.044
10 S 0.9305 0.0634 1.5154  S9 2.044, H14 1.345
11 H 2.6724 2.3907 0.4190  C8 1.086
12 H 3.8392 1.0487 0.3104  C8 1.090
13 H 3.2928 1.7980 -1.1648  C8 1.084
14 H 1.9492 -0.5064 2.1844  S10 1.345

Values from the calculation:
DFT total energy: -990.66346 a.u.
2S+1: 1
energy relative to the best compared isomer or geometry (same formula, charge and spin): 29.6 kcal/mol
highest occupied orbital energy: -8.81 eV
frontier orbital gap: 9.4 eV
SMILES: C=CO.CSS

DFT (the ωB97M-V functional and the def2-TZVPD basis) results for a gas-phase ion, C6H11NO (charge -1) in a non-equilibrium geometry.

Bonds (Å) are listed after each position.
CARTESIAN COORDINATES (ANGSTROEM)
1 C -2.3820 0.5526 -0.4480  C2 1.561, N8 1.468, H9 1.073, H10 1.090
2 C -1.6010 -0.6347 0.1988  C1 1.561, C3 1.505, H11 1.095, H12 1.098
3 C -0.1941 -0.3126 0.6251  C2 1.505, C4 1.402, H13 1.086
4 C 0.9161 -0.4355 -0.2220  C3 1.402, C5 1.431, H14 1.081
5 C 2.2514 -0.4931 0.2890  C4 1.431, C6 1.370, H15 1.086
6 C 3.3658 -0.3501 -0.4949  C5 1.370, O7 1.415, H16 1.068
7 O 4.6551 -0.6542 0.0026  C6 1.415, H17 0.952
8 N -3.3720 1.1230 0.4741  C1 1.468, H18 1.016, H19 1.013
9 H -1.6240 1.2708 -0.6943  C1 1.073
10 H -2.8753 0.3178 -1.3915  C1 1.090
11 H -2.2073 -0.9225 1.0645  C2 1.095
12 H -1.6413 -1.4629 -0.5216  C2 1.098
13 H -0.0921 -0.1806 1.6981  C3 1.086
14 H 0.7634 -0.4605 -1.2923  C4 1.081
15 H 2.3441 -0.7191 1.3472  C5 1.086
16 H 3.2995 -0.1101 -1.5331  C6 1.068
17 H 5.2782 0.0087 -0.2779  O7 0.952
18 H -2.8994 1.6867 1.1746  N8 1.016
19 H -3.9852 1.7763 0.0013  N8 1.013

Values from the calculation:
total charge: -1
DFT total energy: -365.11713 a.u.
2S+1: 2
energy relative to the best compared isomer or geometry (same formula, charge and spin): 35.8 kcal/mol
highest occupied orbital energy (spin up / spin down): 0.47 / -2.41 eV
frontier orbital gap (spin up / spin down): 3.4 / 6.2 eV

Repeat the first record exactly.
DFT (the ωB97M-V functional and the def2-TZVPD basis) results for 2 unconnected molecules or ions with the total composition C3H8OS2 in a non-equilibrium geometry.

Bonds (Å) are listed after each position.
CARTESIAN COORDINATES (ANGSTROEM)
1 C -2.0582 -1.4115 -1.0155  C2 1.331, H4 1.079, H5 1.082
2 C -2.2367 -0.5979 0.0230  C1 1.331, O3 1.369, H6 1.079
3 O -3.4464 -0.4579 0.6479  C2 1.369, H7 0.963
4 H -1.0965 -1.8275 -1.2724  C1 1.079
5 H -2.9287 -1.6929 -1.5929  C1 1.082
6 H -1.4720 0.0329 0.4485  C2 1.079
7 H -4.1548 -0.6196 0.0156  O3 0.963
8 C 2.9817 1.5270 -0.1619  S9 1.798, H11 1.086, H12 1.090, H13 1.084
9 S 1.7277 0.2530 -0.3567  C8 1.798, S10 2.044
10 S 0.9305 0.0634 1.5154  S9 2.044, H14 1.345
11 H 2.6724 2.3907 0.4190  C8 1.086
12 H 3.8392 1.0487 0.3104  C8 1.090
13 H 3.2928 1.7980 -1.1648  C8 1.084
14 H 1.9492 -0.5064 2.1844  S10 1.345

Values from the calculation:
DFT total energy: -990.66346 a.u.
2S+1: 1
energy relative to the best compared isomer or geometry (same formula, charge and spin): 29.6 kcal/mol
highest occupied orbital energy: -8.81 eV
frontier orbital gap: 9.4 eV
SMILES: C=CO.CSS

Please write out number 1 again, unchanged.
DFT (the ωB97M-V functional and the def2-TZVPD basis) results for 2 unconnected molecules or ions with the total composition C3H8OS2 in a non-equilibrium geometry.

Bonds (Å) are listed after each position.
CARTESIAN COORDINATES (ANGSTROEM)
1 C -2.0582 -1.4115 -1.0155  C2 1.331, H4 1.079, H5 1.082
2 C -2.2367 -0.5979 0.0230  C1 1.331, O3 1.369, H6 1.079
3 O -3.4464 -0.4579 0.6479  C2 1.369, H7 0.963
4 H -1.0965 -1.8275 -1.2724  C1 1.079
5 H -2.9287 -1.6929 -1.5929  C1 1.082
6 H -1.4720 0.0329 0.4485  C2 1.079
7 H -4.1548 -0.6196 0.0156  O3 0.963
8 C 2.9817 1.5270 -0.1619  S9 1.798, H11 1.086, H12 1.090, H13 1.084
9 S 1.7277 0.2530 -0.3567  C8 1.798, S10 2.044
10 S 0.9305 0.0634 1.5154  S9 2.044, H14 1.345
11 H 2.6724 2.3907 0.4190  C8 1.086
12 H 3.8392 1.0487 0.3104  C8 1.090
13 H 3.2928 1.7980 -1.1648  C8 1.084
14 H 1.9492 -0.5064 2.1844  S10 1.345

Values from the calculation:
DFT total energy: -990.66346 a.u.
2S+1: 1
energy relative to the best compared isomer or geometry (same formula, charge and spin): 29.6 kcal/mol
highest occupied orbital energy: -8.81 eV
frontier orbital gap: 9.4 eV
SMILES: C=CO.CSS

What is the formula in the first record?
C3H8OS2

What is the 2S+1 in the first record?
1